Computed, not measured: the ion C8H10N3 with charge +1, with ωB97M-V with the def2-TZVPD basis set.

Last column: Löwdin charge in e.
Atoms and positions in Å:
C 0.1921 -1.0759 2.5574  -0.018
C 0.5735 0.2963 2.3973  -0.003
C -0.3718 -1.7425 1.5232  -0.061
C 0.2701 0.9376 1.2413  -0.019
C -0.5934 -1.1127 0.2856  -0.054
C -0.3354 0.2673 0.1814  -0.261
C 1.0965 0.6932 -1.8834  -0.025
C -0.5305 1.0097 -1.0114  -0.264
N 1.5466 -1.4963 -1.1235  0.259
N 1.5295 -0.4723 -1.5661  -0.102
N -1.5652 0.6882 -1.7852  0.238
H 0.1764 -1.6968 3.4170  0.110
H 0.8745 0.9112 3.1302  0.079
H -0.6798 -2.8134 1.6093  0.140
H 0.5004 1.9692 1.1366  0.120
H -1.2730 -1.5854 -0.3814  0.104
H 0.9992 0.6800 -2.9342  0.125
H 1.7980 1.5455 -1.6708  0.167
H -0.3915 2.1020 -0.9393  0.164
H -2.0575 1.1710 -2.5819  0.194
H -1.7586 -0.2759 -1.6020  0.107

Properties
- energy (eV) = -12915.2286
- expectation value of S² = 2.01
- spin multiplicity = 3
- net charge = +1
- lowest unoccupied orbital energy (alpha / beta) (hartree) = -0.1129 / -0.2897
- gap between HOMO and LUMO (alpha / beta) (Ha) = 0.263 / 0.197
- highest occupied orbital energy (alpha / beta) (eV) = -10.220 / -13.238



Computed, not measured: a cluster of 2 separate species, C2H5Br2N3 in total, with ωB97M-V with the def2-TZVPD basis set.

Last column: Löwdin charge in e.
Atoms and positions in Å:
C -0.9445 0.7924 0.6303  -0.662
C 1.6245 -0.8397 -0.6267  -0.485
N -1.9118 1.1272 1.3860  0.211
N 1.2788 -1.3277 -1.7583  0.247
N -0.2675 -0.3059 0.4626  0.087
Br -0.0273 2.2536 -0.5546  0.725
Br 3.0341 -0.6551 0.5018  1.118
H -2.6694 0.7265 1.9188  0.174
H -2.0831 2.1325 1.3289  0.138
H 0.2912 -1.3500 -1.8696  0.147
H 1.7720 -1.5488 -2.6035  0.184
H -0.0971 -1.0049 1.1844  0.115

Properties
- energy (eV) = -146687.7058
- net charge = +2
- lowest unoccupied orbital energy (alpha / beta) (hartree) = -0.4266 / -0.4265
- gap between HOMO and LUMO (alpha / beta) (Ha) = 0.260 / 0.260
- highest occupied orbital energy (alpha / beta) (eV) = -18.682 / -18.683



Computed, not measured: a cluster of 2 separate species, C3H10N2O2 in total, with ωB97M-V with the def2-TZVPD basis set.

Last column: Löwdin charge in e.
Atoms and positions in Å:
C 1.2717 1.1592 2.4518  -0.082
N 1.2081 0.7115 1.0710  -0.019
C 0.0236 0.9196 0.3853  -0.496
O -1.0506 0.6273 0.8344  0.092
C 0.2002 1.4619 -1.0164  -0.192
N -1.0074 2.2611 -1.3426  0.001
H 2.1395 0.7070 2.9130  0.078
H 1.3810 2.2478 2.4689  0.082
H 0.3353 0.9100 2.9430  0.080
H 2.0645 0.3835 0.6711  0.125
H 0.3545 0.5937 -1.6627  0.118
H 1.0496 2.1270 -1.1111  0.103
H -1.1944 2.2324 -2.3358  0.060
H -1.7434 1.8079 -0.8070  0.052
O -0.5077 -5.5691 -1.8667  -0.063
H -1.2734 -5.9536 -1.4306  0.031
H -0.4416 -5.9291 -2.7572  0.031

Properties
- SMILES = CNC(=O)CN.O
- energy (eV) = -10347.9374
- lowest unoccupied orbital energy (hartree) = 0.0318
- gap between HOMO and LUMO (Ha) = 0.368
- highest occupied orbital energy (eV) = -9.158



Computed, not measured: a structure of composition C29H59CuO28V, with ωB97M-V with the def2-TZVPD basis set.

Last column: Löwdin charge in e.
Atoms and positions in Å:
V -1.0834 -3.3160 -2.4963  1.268
Cu -1.9373 0.0606 -3.1949  0.507
C 0.5513 -1.0425 0.4545  -0.041
C 0.2466 -0.4865 -0.9441  -0.405
O -0.6413 -1.2908 -1.6645  -0.369
H 1.0874 -0.2144 0.9332  0.082
H 1.3696 -1.7576 0.3439  0.040
H -0.3337 -1.3657 0.9886  0.069
H 1.1759 -0.2738 -1.4979  0.077
H -0.1729 0.5257 -0.8681  0.077
C -0.2837 -3.4612 7.4539  0.026
O 0.6347 -3.5932 6.3410  0.031
C 0.2297 -3.5684 5.1164  -0.615
O -0.9234 -3.6030 4.7303  0.091
O 1.2710 -3.5265 4.2757  0.015
C 1.1340 -3.6644 2.8913  -0.053
H -0.4973 -2.4138 7.6531  0.096
H 0.2153 -3.9757 8.2626  0.102
H -1.2133 -3.9126 7.1081  0.095
H 0.3263 -3.0402 2.5077  0.052
H 0.9372 -4.7161 2.6591  0.109
H 2.0596 -3.3749 2.3979  0.093
C -0.9005 3.1186 -0.5565  0.002
O -1.3466 4.1064 -1.4894  0.061
C -1.8057 3.6637 -2.6412  -0.584
O -2.0408 2.5084 -2.9450  0.067
O -2.0156 4.7008 -3.4202  0.061
C -2.6809 4.4519 -4.6611  -0.010
H -1.6133 2.3130 -0.3765  0.071
H -0.8400 3.6663 0.3803  0.119
H 0.0491 2.6835 -0.8561  0.073
H -2.6669 3.3869 -4.8842  0.078
H -2.1530 4.9313 -5.4841  0.105
H -3.7011 4.8268 -4.6861  0.102
C 2.7126 -2.2794 -2.7607  -0.018
O 2.4587 -2.0045 -4.1294  0.068
C 1.2962 -2.3486 -4.6281  -0.563
O 0.3972 -2.9118 -4.0210  -0.007
O 1.2556 -1.9207 -5.8636  0.064
C 0.1858 -2.2926 -6.7164  -0.004
H 1.8752 -2.0129 -2.1089  0.062
H 3.5432 -1.6357 -2.4871  0.102
H 2.9684 -3.3248 -2.5809  0.122
H 0.2261 -3.3596 -6.9593  0.112
H 0.1781 -1.7172 -7.6309  0.106
H -0.7710 -2.2411 -6.1879  0.092
C 0.2207 1.5022 8.7723  -0.021
O 0.6541 1.0267 7.4995  0.005
C -0.1538 1.1410 6.4731  -0.641
O -1.1804 1.7764 6.4377  0.127
O 0.3376 0.4419 5.4623  -0.007
C -0.2829 0.4166 4.1826  -0.031
H 0.8505 1.0525 9.5402  0.096
H -0.8098 1.2191 8.9613  0.102
H 0.4603 2.5614 8.8570  0.103
H 0.5047 0.2692 3.4457  0.076
H -0.6859 1.4119 3.9971  0.098
H -1.0173 -0.3797 4.0829  0.092
C -5.1967 -2.7054 -1.7407  0.022
O -4.7199 -2.7393 -0.3769  0.050
C -3.5087 -3.1954 -0.2112  -0.592
O -2.6818 -3.3811 -1.0932  -0.019
O -3.3586 -3.4493 1.0515  0.077
C -2.1526 -3.9934 1.5686  0.007
H -6.2801 -2.6469 -1.7578  0.114
H -4.8279 -3.5758 -2.2759  0.101
H -4.8533 -1.7687 -2.1875  0.083
H -2.1316 -4.0427 2.6543  0.096
H -1.2785 -3.4625 1.1892  0.068
H -2.0775 -5.0233 1.2018  0.116
C -0.9988 1.7776 -7.6891  -0.018
O 0.0947 2.0827 -6.8250  0.036
C 0.0578 1.6067 -5.5917  -0.582
O -0.7458 0.7447 -5.2470  0.072
O 1.1062 2.0666 -4.9477  0.059
C 1.3259 1.6225 -3.6042  -0.005
H -1.9851 2.0653 -7.3322  0.098
H -1.0454 0.7112 -7.9138  0.088
H -0.7606 2.2764 -8.6244  0.108
H 1.8020 0.6446 -3.6722  0.100
H 0.4519 1.6332 -2.9539  0.066
H 2.0250 2.3414 -3.1826  0.103
C 3.3617 2.3532 4.3001  -0.011
O 2.6595 2.3027 3.0715  0.030
C 3.3659 2.3759 1.9610  -0.605
O 4.5265 2.6525 1.8980  0.127
O 2.5621 2.0671 0.9505  0.011
C 3.0422 2.1690 -0.3642  -0.049
H 4.1475 1.6043 4.4091  0.061
H 2.6891 2.2643 5.1470  0.100
H 3.8759 3.3154 4.3555  0.117
H 2.2693 1.7936 -1.0382  0.049
H 3.9189 1.5449 -0.5402  0.090
H 3.2211 3.1767 -0.7428  0.115
C -3.5490 0.5224 0.3451  -0.020
O -4.2505 1.5975 -0.2348  0.045
C -4.5095 1.5406 -1.5283  -0.608
O -4.1282 0.6779 -2.2947  0.072
O -5.2666 2.5628 -1.8418  0.039
C -5.8373 2.6499 -3.1541  0.005
H -3.4032 0.7314 1.4004  0.115
H -2.5578 0.3619 -0.0995  0.077
H -4.0687 -0.4268 0.2054  0.091
H -6.2060 3.6721 -3.1886  0.109
H -6.5672 1.8791 -3.3713  0.107
H -5.0221 2.6669 -3.8822  0.083
C 5.9558 1.0335 3.4130  -0.044
O 5.0798 -0.0026 2.9611  0.023
C 5.0229 -0.1850 1.6544  -0.627
O 5.6688 0.3541 0.8062  0.150
O 4.1176 -1.1529 1.4358  -0.001
C 3.9427 -1.5408 0.0729  -0.056
H 6.9829 0.8494 3.1036  0.114
H 5.8734 0.9988 4.4973  0.102
H 5.6183 2.0100 3.0641  0.064
H 3.0486 -2.1612 0.0680  0.062
H 4.8534 -1.9765 -0.3287  0.118
H 3.6405 -0.6087 -0.4180  0.076

Properties
- energy (eV) = -158670.9332
- expectation value of S² = 3.76
- spin multiplicity = 4
- net charge = +2
- lowest unoccupied orbital energy (alpha / beta) (hartree) = -0.2482 / -0.2595
- gap between HOMO and LUMO (alpha / beta) (Ha) = 0.257 / 0.246
- highest occupied orbital energy (alpha / beta) (eV) = -13.749 / -13.749



Computed, not measured: a structure of composition C11H20GaN5O6P2S, with ωB97M-V with the def2-TZVPD basis set.

Last column: Löwdin charge in e.
Atoms and positions in Å:
Ga 0.1345 -1.2692 -0.3261  0.151
C 2.4763 1.1640 -3.5585  0.044
N 1.1034 1.2895 -3.0739  -0.092
C 0.3146 2.4377 -3.1944  0.019
C -0.9147 2.1239 -2.7830  0.021
N -0.9249 0.7303 -2.4989  0.035
C 0.3638 0.2815 -2.6812  -0.662
S 0.8565 -1.3507 -2.5037  0.890
C -2.0206 0.1685 -1.7801  -0.246
C -3.2681 0.5660 -2.2219  0.026
C -4.3489 0.2425 -1.4752  0.027
C -4.1085 -0.4812 -0.2887  0.003
C -2.8555 -0.8947 0.0196  -0.072
N -1.7917 -0.5595 -0.7380  0.097
H 2.7616 2.1641 -3.7729  0.097
H 2.3824 0.5425 -4.4552  0.122
H 2.9949 0.7267 -2.7519  0.089
H 0.8234 3.3958 -3.4355  0.162
H -1.7896 2.6995 -2.5047  0.145
H -3.3249 0.9919 -3.1963  0.135
H -5.3308 0.4397 -1.7827  0.120
H -4.9034 -0.7903 0.4104  0.141
H -2.6946 -1.5275 0.8967  0.125
N 2.9306 0.0094 2.9928  0.184
C 1.4180 0.0178 2.8048  -0.450
C 0.7196 0.5149 4.0999  -0.056
P 0.8921 -1.5838 2.1721  0.326
O 1.2842 -2.6365 3.2379  -0.039
O -0.5402 -1.4092 1.7974  -0.248
O 1.6749 -1.8837 0.8739  -0.257
P 1.2224 1.2727 1.3413  0.395
O 0.1806 2.3732 1.8230  -0.116
O 2.5960 1.8109 1.2138  -0.250
O 0.6604 0.6627 0.0832  -0.259
H 3.2329 -0.9648 2.7052  0.175
H 3.1850 0.2172 3.9480  0.162
H 3.1434 0.8068 2.3296  0.089
H 0.9029 -0.1044 4.9762  0.090
H -0.3372 0.6146 3.9988  0.075
H 1.0132 1.5983 4.4182  0.136
H 1.5269 -3.5200 2.9520  0.120
H 0.5604 3.3063 1.6975  0.151
N -0.5103 -3.2651 -0.4126  0.090
H 0.3909 -3.7024 -0.5873  0.076
H -1.0672 -3.5402 -1.2125  0.086
H -1.0146 -3.6860 0.4427  0.144

Properties
- energy (eV) = -113250.8824
- net charge = +2
- lowest unoccupied orbital energy (hartree) = -0.2153
- gap between HOMO and LUMO (Ha) = 0.340
- highest occupied orbital energy (eV) = -15.122